Record 1
Formula: C6H6O
Source: OMol25
Level of theory: wB97M-V/def2-TZVPD

Each line ends with the natural charge from an NBO analysis.
Atoms and positions in Å:
C: -2.6471 0.8253 0.0352  -0.2347
C: -1.3346 0.4125 -0.0694  -0.0281
C: -2.2300 -0.3578 0.7602  0.5073
C: 0.0111 0.5009 -0.6163  -0.2899
C: 0.8963 -0.3606 -0.0136  -0.0425
C: 2.3612 -0.3814 -0.2109  -0.6778
O: -2.4986 -1.2286 1.5303  -0.5844
H: -3.5164 1.4463 -0.3372  0.2339
H: 0.3596 1.1929 -1.2661  0.2097
H: 0.5035 -0.8302 0.8494  0.2073
H: 2.8445 -0.8961 0.6521  0.2270
H: 2.7059 0.6757 -0.2215  0.2324
H: 2.5446 -0.9991 -1.0922  0.2399

Force components x, y, z for each atom (eV/Å):
0.1012 -0.8330 -0.3216
-1.1340 0.2744 -0.2243
-0.2283 2.2940 -0.9138
0.1421 -3.4613 3.3647
-1.3709 2.4234 -0.4202
0.2314 -0.1828 0.8353
0.0993 -0.9599 0.4725
1.5106 -0.5503 0.4492
0.5288 2.1080 -2.2904
-0.4220 -1.1574 0.4803
-0.2678 0.4164 -0.6617
0.2281 -0.8735 -0.5806
0.5816 0.5021 -0.1893

Calculated values
* calculated total energy: -8363.2432 eV
* SMILES: C/C=C/c1cc1=O
* maximum force: 0.0939 Eh/bohr
* total charge: 0
* molecular weight: 94.1 g mol⁻¹
* Kohn-Sham gap: 9.086 eV

---

Record 2
Formula: C6H6O
Source: OMol25
Level of theory: wB97M-V/def2-TZVPD

Each line ends with the natural charge from an NBO analysis.
Atoms and positions in Å:
O: -0.1900 0.0631 2.1115  -0.7006
C: -0.0710 -0.9602 1.1544  -0.0571
C: 0.2526 -0.4429 -0.2456  -0.2205
C: 0.7126 0.7780 -0.3765  0.1491
C: 0.7140 2.0704 -0.2377  -0.4888
C: -0.0757 -1.2240 -1.3945  -0.0287
C: -0.3241 -1.8928 -2.3646  -0.2044
H: 0.6802 0.4584 2.2495  0.4703
H: 0.6464 -1.7302 1.4623  0.1750
H: -1.0613 -1.4230 1.0934  0.1989
H: -0.2683 2.3437 0.1283  0.2401
H: 1.5467 2.7615 -0.3184  0.2298
H: -0.5493 -2.4803 -3.2246  0.2369

Force components x, y, z for each atom (eV/Å):
0.2650 -0.0101 0.0764
0.0006 -0.3816 -0.1124
0.1107 0.1338 -0.0448
-0.1101 -0.0214 0.1358
0.0593 -0.3084 0.2424
-0.1361 -0.3947 -0.3771
0.0308 0.1566 0.3261
-0.1414 -0.0020 -0.0214
-0.0548 0.0278 0.0103
0.1783 -0.0287 -0.0309
-0.0694 0.9636 -0.4120
-0.1533 -0.1984 0.1208
0.0202 0.0635 0.0869

Calculated values
* calculated total energy: -8362.4259 eV
* SMILES: C#CC(=C=C)CO
* maximum force: 0.0204 Eh/bohr
* total charge: 0
* molecular weight: 94.1 g mol⁻¹
* Kohn-Sham gap: 9.583 eV

---

Record 3
Formula: C6H6O
Source: OMol25
Level of theory: wB97M-V/def2-TZVPD

Each line ends with the natural charge from an NBO analysis.
Atoms and positions in Å:
O: 0.0612 -0.5499 1.8583  -0.6972
C: 0.5459 -0.8026 0.5586  0.0899
C: -0.5974 -0.9918 -0.4643  -0.5222
C: -1.1051 0.3370 -0.7140  0.1382
C: -1.0279 1.5710 -0.8486  -0.2461
C: 0.7339 1.4520 -0.5327  0.0056
C: 1.3289 0.3959 0.0488  -0.4646
H: -0.2855 0.3550 1.8481  0.4734
H: 1.1161 -1.7322 0.6378  0.1937
H: -1.3503 -1.6765 -0.0712  0.2581
H: -0.1889 -1.3744 -1.4083  0.2525
H: -1.6098 2.4682 -1.0506  0.2652
H: 2.3869 0.4298 0.3466  0.2537

Force components x, y, z for each atom (eV/Å):
-0.1518 0.1232 0.0589
0.0939 -0.1417 -0.2424
-0.0946 -0.1260 -0.0003
0.3989 0.2896 0.0034
0.6647 -0.2966 0.1244
-0.8751 -0.2883 0.2034
-0.5192 0.4130 -0.1524
0.0960 -0.1597 0.1384
0.0514 0.1107 -0.0264
0.0305 0.0048 -0.0434
-0.0656 -0.0711 0.1719
0.8477 -0.2082 0.1077
-0.4769 0.3504 -0.3433

Calculated values
* calculated total energy: -8360.9484 eV
* maximum force: 0.0183 Eh/bohr
* total charge: 0
* molecular weight: 94.1 g mol⁻¹
* Kohn-Sham gap: 8.972 eV